Molecular formula: C68H76F14O8Zr
Method: DFT, ωB97M-V/def2-TZVPD

The total charge is +2. The calculation puts the HOMO-LUMO gap at 3.497 eV.

Atoms and positions in Å:
Zr  -26.96255  -6.49145  7.85208
F  -32.18365  -13.85196  10.67155
F  -30.91947  -3.91133  11.10602
F  -27.47268  -10.48569  11.24354
F  -27.48404  -11.13120  9.18346
F  -35.10730  -11.25054  10.35772
F  -27.52843  0.41946  13.62041
F  -35.50863  0.03655  12.00211
F  -31.58013  -0.40700  17.21620
F  -29.91732  -9.10204  12.74954
F  -30.87837  -3.68042  8.96304
F  -28.84048  -5.96596  13.33166
F  -29.28599  -2.86004  10.15164
F  -25.75933  -10.10713  10.03808
F  -33.49536  -3.64943  5.83508
O  -28.82330  -6.36986  6.58517
O  -30.11442  -6.33450  9.49966
O  -30.89124  1.12664  10.36169
O  -28.25565  -5.33470  9.11727
O  -33.96942  -6.05254  12.13259
O  -27.92080  -8.40852  8.27664
O  -26.99673  -7.66009  10.02651
O  -25.54344  -4.59439  9.17968
C  -31.74189  -7.09617  15.12799
C  -33.59642  -0.63756  10.82140
C  -30.97821  -9.94305  12.71774
C  -27.75495  -8.80868  9.60231
C  -32.24800  -9.45517  12.42030
C  -29.94016  0.70939  9.74291
C  -30.96084  -6.48572  14.16672
C  -34.58352  -5.13178  12.63327
C  -31.01175  -12.25270  9.36982
C  -31.91187  -7.89750  9.50403
C  -31.45641  -2.07803  14.00177
C  -34.20093  -11.87313  8.27765
C  -30.72985  -5.35631  5.62372
C  -34.06081  -10.28815  6.54397
C  -31.41216  -0.62064  15.90809
C  -29.58235  -6.42964  14.36626
C  -34.70143  -5.83841  8.49833
C  -31.57553  -13.51744  9.53387
C  -29.35943  -5.23598  9.97076
C  -30.12357  -3.90220  10.04450
C  -29.94271  0.53558  8.24850
C  -30.79936  -11.28635  13.00248
C  -25.09518  -3.49036  9.49601
C  -36.05268  -5.82295  8.22529
C  -33.07978  -1.17133  9.64791
C  -28.64812  0.37068  10.46629
C  -27.10034  -10.15733  9.99484
C  -33.18171  -11.62984  12.72759
C  -30.58838  -14.19955  7.43442
C  -33.89440  -1.60447  8.59168
C  -35.69155  -4.45036  6.28618
C  -26.87558  -0.74912  13.64288
C  -29.93888  -6.54433  6.05398
C  -25.68308  -0.82100  14.36567
C  -30.72471  0.23199  13.77537
C  -35.79972  -5.38968  13.50231
C  -34.72893  -10.91993  9.11444
C  -26.78889  -7.59223  11.44458
C  -24.94000  -1.98981  14.37586
C  -27.41010  -1.84041  12.99665
C  -35.27129  -1.44578  8.70889
C  -31.34408  -14.47585  8.55844
C  -31.68987  -1.86471  15.36207
C  -30.25562  -11.98133  8.23579
C  -31.14400  -7.68816  16.21982
C  -25.44192  -3.09585  13.68980
C  -30.13314  -12.89522  7.20997
C  -33.85368  -5.05662  7.70779
C  -26.01148  -2.29216  9.37381
C  -33.36264  -10.27975  12.46054
C  -31.38381  -6.62154  10.08719
C  -35.79524  -0.85238  9.86347
C  -29.78179  -7.57792  16.43926
C  -34.14584  -3.70026  12.47844
C  -33.93637  -11.60273  6.93039
C  -31.91260  -12.11697  12.99317
C  -34.96408  -0.44497  10.86578
C  -30.56466  -7.87678  6.01706
C  -34.59818  -9.31147  7.36247
C  -34.34479  -4.37869  6.59076
C  -36.55771  -5.15063  7.13798
C  -26.01497  -6.33273  11.83648
C  -28.97135  -6.96854  15.49978
C  -31.05304  -1.00070  13.23209
C  -34.93712  -9.61112  8.67801
C  -26.64876  -3.01930  13.02801
C  -23.85665  -3.33902  10.31629
C  -30.86291  0.40209  15.14802
H  -31.61010  -7.85480  6.32257
H  -31.24556  -8.76268  9.55978
H  -26.41044  -5.43822  11.35593
H  -30.82112  0.92763  7.73697
H  -33.20108  -3.61762  11.94802
H  -26.23528  -8.43582  11.85476
H  -31.81753  -8.15809  16.92567
H  -31.34874  -6.03088  13.26259
H  -30.58363  -5.07088  4.57814
H  -31.25245  -6.77647  11.16355
H  -34.89652  -3.14530  11.91589
H  -32.89813  -8.19704  9.85408
H  -33.63089  -12.34594  6.21019
H  -26.26041  -1.94723  10.38137
H  -28.69744  -8.74181  10.15634
H  -36.72133  -6.38390  8.86821
H  -34.03392  -12.90144  8.57131
H  -36.10109  -3.90245  5.44807
H  -36.72413  -4.90103  13.20313
H  -30.42450  -14.95896  6.68277
H  -35.99054  -6.46063  13.57217
H  -31.12024  -11.51053  10.15272
H  -37.60391  -5.11264  6.87061
H  -34.33336  -6.42166  9.33103
H  -24.92454  -4.04446  13.76871
H  -34.62301  -8.26546  7.08106
H  -33.88662  -10.03626  5.50156
H  -29.09703  1.07543  7.82022
H  -30.47674  -4.46569  6.20113
H  -25.94880  -6.14584  12.90296
H  -25.31910  0.11195  14.77676
H  -33.99225  -12.32721  12.56374
H  -34.31768  -9.94081  12.08474
H  -24.04138  -2.13974  14.95674
H  -27.05363  -3.81397  12.41529
H  -31.76445  -13.16778  13.20418
H  -27.71838  -7.57912  12.02089
H  -27.89938  -7.06156  15.60958
H  -31.80348  -5.49075  5.74701
H  -36.87426  -0.84913  9.94168
H  -32.10014  -2.64977  15.98360
H  -28.37932  -1.84847  12.51972
H  -30.35636  0.97565  13.08380
H  -29.01649  -5.54489  10.96895
H  -27.89832  1.11318  10.18269
H  -29.96302  -10.95921  8.01484
H  -29.93512  -0.53874  8.04403
H  -32.89238  -0.27101  11.55198
H  -29.80605  -11.62479  13.26688
H  -31.65024  -3.02975  13.53211
H  -30.50420  1.31976  15.59424
H  -30.96729  -1.12487  12.15668
H  -32.81659  -4.94318  8.00229
H  -32.33541  -8.43182  12.07037
H  -33.98992  -3.36324  13.50496
H  -32.12570  -5.83549  9.93862
H  -29.30245  -7.94877  17.33506
H  -26.97298  -2.48117  8.89664
H  -23.03987  -3.01418  9.66150
H  -28.33526  -0.65245  10.27551
H  -35.95159  -1.76602  7.93198
H  -30.55092  -8.15510  4.95534
H  -28.80240  0.54298  11.52908
H  -32.82043  -7.07671  15.04640
H  -35.51434  -5.09670  14.51678
H  -29.53869  -12.67639  6.33305
H  -23.49586  -4.34031  10.56186
H  -30.02282  -8.57588  6.65086
H  -31.63021  -15.50707  8.72798
H  -32.09193  -7.81298  8.42560
H  -32.02105  -1.26909  9.44513
H  -35.22095  -8.92677  9.46892
H  -25.54674  -1.47373  8.82030
H  -33.48041  -2.09518  7.72300
H  -23.97928  -2.70832  11.19104
H  -25.03665  -6.48471  11.37029

Forces on atoms 1 to 3 (eV/Å):
-8.1 0.0 6.6
-0.4 0.0 -0.1
0.1 -0.1 0.1

Löwdin atomic charge list, values in e, 6 entries: Zr 2.263; F 0.083; F 0.175; F 0.165; F 0.192; F 0.065


Molecular formula: C68H83BBr2N11O5
Method: DFT, ωB97M-V/def2-TZVPD

The total charge is +1. The calculation puts the HOMO-LUMO gap at 7.970 eV.

Atoms and positions in Å:
Br  -0.95179  5.49908  -2.78854
Br  -3.30512  4.60468  0.99558
O  0.37138  2.71356  -3.06767
O  1.21671  2.77381  1.71961
O  -3.92606  0.17514  2.53792
O  -1.08104  0.80681  -3.16961
O  -0.35062  6.56612  3.68683
N  -1.63572  2.86418  -8.27864
N  -0.68418  -5.45607  9.51472
N  -0.02202  -2.34364  5.00990
N  4.28661  0.10379  -1.60440
N  -6.38689  0.18491  -3.27436
N  -0.71831  3.66741  -0.67739
N  3.72274  -8.54590  -0.07563
N  -0.49746  -7.78908  4.54498
N  3.81495  6.03904  -10.12385
N  3.12850  0.56398  7.28036
N  -6.00132  5.75603  -5.72677
C  5.25473  0.57557  -2.38868
C  -1.73390  -3.45035  10.30137
C  4.06956  3.72093  -10.67842
C  -1.01563  -4.80342  5.86522
C  -1.06316  4.33805  -6.48116
C  -6.61574  -0.31377  -2.06095
C  -0.22405  -10.01246  3.70047
C  -2.35886  1.17890  0.93674
C  -1.82470  3.32572  -7.04526
C  -6.47291  3.37690  -4.33906
C  2.53444  2.88521  -0.41860
C  4.70351  -1.24052  7.34592
C  -1.59561  4.66935  -1.22794
C  -5.86629  -1.33761  -1.50102
C  6.38384  -0.15007  -2.73361
C  4.01067  -1.83585  8.38855
C  -7.23188  5.38839  -5.37733
C  4.43097  -1.13405  -1.13197
C  -5.00515  4.94448  -5.38462
C  -2.75128  5.11290  -0.72259
C  3.79834  4.75096  -9.79097
C  5.52241  -1.93965  -1.41538
C  -0.04694  4.90301  -7.23689
C  2.87048  -1.21196  8.86829
C  -1.32300  -2.62088  4.95942
C  -0.88751  2.18350  -0.94856
C  -1.03395  -6.04515  10.65599
C  0.35235  1.58690  -0.23768
C  2.71446  -9.00274  -2.20191
C  -2.09123  -4.07669  11.48482
C  4.22185  -0.04696  6.82965
C  -7.51842  4.21590  -4.69191
C  -0.05522  6.07467  1.35452
C  3.28990  -8.15100  -1.27077
C  0.78446  -3.29218  5.48461
C  1.80414  1.71547  3.79395
C  3.02824  -10.76990  -0.63610
C  -0.66028  3.41708  -8.99544
C  0.36709  3.97583  -0.04612
C  0.80791  5.35352  0.30283
C  4.40407  5.38508  -12.35101
C  6.51959  -1.43597  -2.23530
C  -1.03506  -4.18245  9.35300
C  -1.86952  -3.82725  5.37533
C  1.05137  2.36936  -4.28136
C  0.15738  -7.33844  3.47771
C  2.47384  -0.01888  8.28229
C  -4.81539  -1.86486  -2.23584
C  -3.63101  6.12401  -1.39446
C  0.64996  -8.16142  2.47594
C  2.58090  -10.34263  -1.87576
C  4.11491  6.33875  -11.38544
C  -5.37724  -0.33280  -3.97109
C  0.45637  -9.52840  2.59476
C  -2.22034  1.57054  -0.54293
C  -1.73430  -5.40314  11.66690
C  -4.56183  -1.35010  -3.49726
C  0.34199  -4.53154  5.91865
C  1.18154  2.76394  0.31893
C  -0.68209  -9.10351  4.64277
C  1.17124  0.35885  4.07807
C  2.19454  1.92278  2.33247
C  -5.18446  3.75569  -4.69148
C  0.21861  5.62627  2.78669
C  0.16000  4.43298  -8.52297
C  -3.79825  0.82963  1.28235
C  4.38037  4.04817  -11.98910
C  3.58974  -9.83688  0.22354
B  -0.53737  1.89075  -2.50594
H  1.58452  0.49470  8.63045
H  -8.02831  6.06256  -5.67184
H  2.94687  -11.80610  -0.33750
H  1.94975  2.98475  -4.33070
H  -4.40608  1.73315  1.36646
H  -2.31965  0.65448  -1.13269
H  1.17529  -7.74433  1.62715
H  2.70182  1.81724  4.41291
H  1.03904  -5.26560  6.29897
H  -0.17382  4.62065  2.97031
H  0.13991  0.29961  3.71167
H  1.34226  1.31776  -4.28070
H  3.34899  3.21116  0.22796
H  3.55041  4.53661  -8.75611
H  4.73922  0.44482  6.01233
H  0.56916  5.69830  -6.83596
H  -3.92284  5.75899  -2.38599
H  -0.39790  -11.07118  3.83448
H  -0.52970  3.02830  -9.99900
H  -3.05132  2.21062  -0.86607
H  7.38753  -2.03375  -2.47958
H  -1.98328  1.95845  1.60261
H  3.41210  -7.09656  -1.49475
H  0.94663  1.00083  -0.94617
H  -7.45019  0.11686  -1.51860
H  2.29693  -1.63844  9.67976
H  0.41923  2.58648  -5.14308
H  4.59936  3.27575  -12.71455
H  -1.39066  -5.75944  6.20143
H  3.94769  -10.13503  1.20286
H  -1.26885  4.67131  -5.47307
H  0.83755  5.94800  -0.61808
H  -1.21933  -9.44437  5.52080
H  -1.10281  6.17470  4.13645
H  0.93678  4.84802  -9.15106
H  -4.53623  6.28572  -0.81661
H  -0.73735  -7.08226  10.76608
H  2.45153  3.61742  -1.23071
H  -3.45719  -0.66588  2.49723
H  -1.74632  0.29006  1.13855
H  -4.21343  0.21112  0.48265
H  5.58706  -2.93566  -1.00006
H  4.03740  2.69134  -10.34901
H  1.73750  -0.44677  3.60521
H  4.64027  5.68784  -13.36162
H  3.19620  2.35325  2.22963
H  -4.21100  -2.66966  -1.83577
H  4.35317  -2.76756  8.81940
H  -1.96207  -1.83032  4.57640
H  0.82968  -10.20324  1.83472
H  -2.63801  -3.54206  12.25060
H  -0.73492  -3.72826  8.41502
H  2.21149  0.95824  1.80454
H  2.38153  -8.62265  -3.15793
H  1.12254  0.18895  5.15395
H  -0.55874  -0.00164  -3.16750
H  -3.09355  7.06568  -1.53107
H  -2.63007  2.86134  -6.48471
H  -2.93686  -3.99348  5.32032
H  1.29948  5.60766  2.96330
H  0.29259  -6.26253  3.42585
H  -1.11813  5.98664  1.13742
H  2.13849  -11.04047  -2.57443
H  5.59908  -1.68955  6.93883
H  1.83971  -3.03886  5.52443
H  3.63350  -1.49725  -0.49262
H  -8.54146  3.96509  -4.44730
H  0.09563  0.89637  0.56681
H  7.13690  0.28560  -3.37515
H  -5.21809  0.08627  -4.95914
H  4.12424  7.39381  -11.63398
H  -3.75939  -1.73452  -4.11168
H  -1.99082  -2.41693  10.11246
H  -1.99188  -5.93371  12.57310
H  1.83207  5.27601  0.67406
H  2.80542  1.94107  -0.88809
H  -6.65159  2.44518  -3.81391
H  -4.33342  3.13215  -4.44161
H  1.14241  2.53726  4.07973
H  5.11952  1.58708  -2.75738
H  0.19550  7.13831  1.30052
H  -4.01313  5.26731  -5.68759
H  -6.10914  -1.71328  -0.51597

Forces on atoms 1 to 3 (eV/Å):
0.0 0.1 -0.3
-0.1 -0.4 0.1
0.2 -0.2 0.2

Löwdin atomic charge list, values in e, 6 entries: Br 0.976; Br 0.941; O -0.009; O -0.078; O -0.059; O 0.179